Record 1
{"formula": "C32H65N3O3", "method": "ωB97M-V with the def2-TZVPD basis set", "e_lumo_ev": [2.02, 1.78], "multiplicity": 4, "mol_weight_g_mol": 539.9, "total_energy_ha": -1648.0077, "charge": -1, "s2": 3.76, "elements": ["H", "C", "H", "H", "C", "H", "H", "C", "C", "H", "O", "H", "H", "H", "C", "H", "C", "C", "C", "H", "H", "H", "H", "H", "C", "C", "H", "H", "H", "H", "H", "H", "H", "H", "H", "H", "H", "C", "H", "H", "H", "H", "H", "H", "C", "H", "H", "H", "H", "H", "C", "C", "H", "C", "H", "H", "H", "H", "H", "C", "H", "H", "H", "H", "H", "H", "C", "C", "C", "H", "C", "N", "H", "C", "H", "N", "O", "H", "C", "C", "H", "C", "H", "C", "C", "C", "C", "H", "H", "H", "H", "C", "C", "H", "H", "H", "C", "C", "H", "H", "N", "O", "H"], "positions_angstrom": [[-5.20527, -2.07931, -6.53145], [4.67555, 4.92415, -3.02079], [-1.86031, -2.63455, -2.69863], [-2.67549, -5.60868, 5.30698], [-2.37572, -5.92588, 4.30684], [-2.72252, -2.63555, -6.34833], [-3.67042, 0.09039, -1.18062], [-3.04732, -4.92622, 1.36328], [6.34324, 4.74700, -1.24166], [-5.98500, -1.09627, -5.27320], [-4.59014, -1.93136, -2.91054], [-3.13394, -1.58543, -1.04306], [0.18940, 4.01632, 2.68705], [-3.78053, -0.42454, -7.01986], [0.72581, 0.74093, 2.26792], [-2.98829, -3.08293, 3.52821], [-1.06443, -5.22424, 3.89941], [-1.51272, -3.04278, 1.93393], [-5.21244, -1.84494, -5.46056], [5.46678, 2.69297, 0.55138], [0.01254, -4.25502, -0.00227], [-2.14469, 1.01101, -4.34519], [3.67277, 4.71312, -3.38471], [6.58591, 5.80821, -1.17228], [0.13361, 1.85711, 3.13494], [2.62601, 5.82951, 1.33141], [-0.49573, -2.65624, 1.80600], [5.20387, 2.45113, -1.90905], [0.26317, -0.21437, 2.48455], [0.57312, 0.92453, 1.21496], [6.67047, 4.25403, -0.32887], [-2.15362, -2.44073, 1.28731], [0.03021, 3.00013, 1.26650], [-0.79043, 1.45860, 3.54076], [6.94666, 4.31886, -2.04155], [5.37274, 4.34894, -3.62865], [-0.62945, -1.39394, -2.81704], [4.46374, 2.65787, 0.11576], [-3.48926, -4.45776, 0.48513], [1.66229, 5.51874, 0.93323], [2.61001, 5.64900, 2.40709], [1.78484, 2.93037, 4.05689], [-1.95001, -0.26981, -0.95216], [-1.61981, -4.05113, -0.60470], [-1.00500, -4.63219, 0.08098], [-0.24870, -5.92443, 5.75012], [1.55032, 1.30505, 4.64618], [-2.49338, 0.14875, -6.00011], [-2.23527, -7.00757, 4.32802], [-1.01193, -5.67209, -0.24982], [-1.59287, -1.71703, -3.23233], [-1.56917, -4.49869, 1.48816], [-3.66597, -4.61775, 2.20406], [4.84697, 4.53981, -1.55591], [-2.25105, 2.38831, 1.93027], [-1.41968, -3.66772, 5.33629], [0.47336, 2.57998, 5.15792], [-2.12334, 3.39184, 3.34442], [-1.79568, -1.81288, 3.68017], [-3.54241, -0.14626, -5.98846], [3.54498, 3.31947, 1.95318], [-0.04929, -3.36946, 4.29150], [-3.14433, -3.34563, -4.79656], [-5.47727, -2.74921, -4.91825], [0.14191, -6.96504, 4.37605], [2.72961, 6.90376, 1.17534], [0.02850, -5.92865, 4.69502], [-2.80260, -2.42299, -5.27443], [1.02762, 2.19393, 4.31150], [1.78556, 0.60832, 2.45382], [-1.92670, -2.85928, 3.39352], [-0.81028, -5.37728, 2.43538], [2.49095, 3.34832, 0.56273], [4.48994, 3.06629, -1.35765], [-0.98088, -1.22559, -5.25228], [3.97267, 5.41692, -0.71474], [2.82860, 5.60307, -1.28616], [5.97740, 5.24608, 1.11078], [-1.07772, -3.74584, 4.30216], [-2.87332, -0.60669, -1.44385], [4.12870, 1.62239, 0.20093], [3.51271, 3.56553, 0.88979], [0.99294, -5.43449, 4.59911], [-2.65832, -0.64552, -2.94968], [3.79213, 5.06041, 0.72342], [5.01862, 5.49296, 1.55426], [-0.24588, 3.09651, 2.30782], [-3.13282, -6.00730, 1.24384], [-1.06862, 0.85854, -2.96920], [4.87885, 5.98513, -3.17404], [-3.21434, -5.73132, 3.64753], [-1.74796, 3.25990, 2.33253], [-2.11283, 0.76019, -3.29006], [5.01077, 6.57307, 1.70601], [-0.75083, -2.90876, -4.81857], [-2.69471, 1.52239, -2.76920], [-3.84755, -1.32425, -5.03548], [-1.43482, -2.06057, -4.70584], [4.99101, 5.01838, 2.53604], [-4.14734, 0.72236, -5.72470], [-3.94067, -0.88854, -3.62754], [0.45783, -5.33590, 2.18654], [3.50639, 2.86999, -1.79491]]}

=====

Record 2
{"formula": "C3H12N2Si", "method": "ωB97M-V with the def2-TZVPD basis set", "e_lumo_ev": 1.01, "mol_weight_g_mol": 104.2, "total_energy_ha": -520.5731, "smiles": "CCC[SiH](N)N", "charge": 0, "de_lowest_ev": 0.000, "elements": ["H", "H", "N", "H", "H", "Si", "C", "H", "H", "C", "H", "C", "H", "N", "H", "H", "H", "H"], "positions_angstrom": [[0.54371, 1.10878, 0.68948], [1.34793, -0.42650, -1.07311], [-2.78686, 1.27391, 0.32335], [2.84562, 0.00978, 0.87524], [-3.13734, 1.02241, 1.23274], [-1.56143, 0.27242, -0.37185], [2.36619, -0.95798, 0.74054], [2.13853, -1.36525, 1.72386], [3.07132, -1.62490, 0.24805], [1.09169, -0.81141, -0.08355], [-2.19338, -1.05466, -0.46145], [0.08443, 0.12448, 0.57704], [-2.64723, 2.27080, 0.28156], [-1.19808, 1.07956, -1.85412], [0.63725, -1.79535, -0.22158], [-0.11366, -0.23888, 1.58793], [-0.46907, 0.69801, -2.43381], [-1.97817, 1.35465, -2.42896]]}

=====

Record 3
{"formula": "C4H14O3", "method": "ωB97M-V with the def2-TZVPD basis set", "e_lumo_ev": 0.39, "mol_weight_g_mol": 110.2, "total_energy_ha": -386.4942, "smiles": "CC[C@@H](C)O.O.O", "charge": 0, "de_lowest_ev": 0.886, "elements": ["H", "O", "H", "H", "H", "H", "H", "H", "H", "C", "H", "H", "H", "O", "H", "H", "C", "C", "C", "O", "H"], "positions_angstrom": [[3.39896, -0.75807, 1.28087], [1.86473, 0.60243, -0.40733], [-5.72595, 2.66621, 0.82196], [1.85848, -0.40752, 2.16661], [0.53271, -0.81789, 0.29301], [-1.74156, 1.70870, 0.81249], [2.46198, -1.15946, -1.83483], [-0.07568, -1.90071, -1.72177], [-5.37054, 1.35731, 0.15579], [2.34383, -1.00922, 1.40233], [2.27013, -2.07724, 1.56748], [2.66799, -2.44468, -0.62237], [-0.49249, 2.47521, 1.35608], [-1.30871, 2.56369, 0.86080], [0.47785, -3.27334, -0.81819], [1.07953, -3.05220, -2.45230], [1.60101, -0.69679, 0.08769], [0.80216, -2.52518, -1.54142], [1.98357, -1.69352, -1.02036], [-6.02702, 2.03782, 0.16067], [2.23154, 1.16483, 0.27298]]}

=====

Record 4
{"formula": "C41H37F5HgP2S", "method": "ωB97M-V with the def2-TZVPD basis set", "e_lumo_ev": [-1.93, -1.22], "mol_weight_g_mol": 919.3, "total_energy_ha": -3317.7086, "charge": 0, "de_lowest_ev": 7.738, "elements": ["H", "H", "H", "H", "H", "H", "H", "C", "S", "H", "C", "H", "C", "H", "C", "H", "C", "H", "C", "C", "C", "H", "C", "C", "C", "F", "C", "H", "H", "F", "H", "H", "H", "C", "H", "C", "C", "H", "C", "C", "C", "C", "F", "C", "H", "C", "H", "C", "C", "H", "H", "C", "H", "C", "C", "Hg", "C", "H", "C", "H", "F", "C", "C", "C", "H", "C", "P", "C", "H", "H", "C", "H", "H", "H", "P", "C", "H", "C", "C", "C", "F", "H", "C", "C", "H", "C", "H"], "positions_angstrom": [[-2.00007, 0.21571, -3.16348], [2.54084, -4.62050, 1.50521], [4.12032, -2.75210, 2.57809], [4.82496, 2.63414, 2.88301], [4.15516, -0.09359, -0.32334], [4.42888, -3.39798, 0.96656], [-4.05492, -3.27745, -1.69273], [-2.12442, -3.06184, 0.00559], [-0.62352, 3.42228, 2.14636], [-1.29551, 1.58237, -0.06005], [2.76243, -3.16360, -1.27820], [2.70444, 5.58924, -2.86255], [-1.92443, -4.45803, 0.08049], [-2.06687, 0.97466, 1.39854], [2.11308, 2.02281, -1.36567], [2.58646, -3.45029, -2.32650], [-1.75020, 0.69115, 0.38994], [2.00185, -3.45861, 2.73026], [2.48874, 4.58154, -2.50337], [2.91318, 2.19557, -2.50228], [3.36944, 1.40493, 3.89777], [3.65930, 2.56567, 0.68391], [1.78055, 0.34137, 2.42225], [-4.27333, 4.92804, 2.76899], [-2.56043, -4.40151, 2.43470], [-5.59201, 6.47772, 1.52362], [2.34213, -3.54648, 1.68535], [-5.79272, -2.99748, -3.46160], [3.34731, -4.00324, -0.87481], [-3.70397, 6.53131, -0.47163], [-2.64585, -4.91114, 3.39786], [0.98140, 5.23210, -1.12072], [1.58228, -0.14530, -3.04792], [-2.72980, -2.40451, 1.10897], [-3.16344, -2.49052, 3.23449], [-4.84048, -1.26054, -4.33850], [1.36548, 3.12429, -0.92309], [0.30292, -2.91483, 1.31393], [3.13782, 3.47078, -3.03436], [2.31019, 0.98658, 1.29869], [2.22304, 0.62707, 3.71813], [-2.33693, 5.02388, 0.76265], [-2.96851, 3.34242, 3.94014], [1.08526, -0.48262, -2.11667], [-1.55631, -5.00890, -0.78723], [-2.84297, -3.03529, 2.34330], [-2.06788, -6.18179, 1.34568], [1.27126, -3.01183, 0.78221], [-2.87151, -1.60412, -2.37027], [3.83718, 3.61031, -3.85593], [3.96738, -0.67946, 1.82941], [-4.94482, -2.31555, -3.42130], [-3.72580, 0.49183, -4.93561], [-4.46512, 5.74680, 1.65113], [1.55206, 4.38514, -1.48936], [-0.11870, -0.72034, 0.56298], [3.57039, -1.40507, 1.10839], [3.38708, 1.32919, -2.95513], [3.35501, -0.86532, -0.23919], [0.60633, -3.23943, -1.24127], [-5.22524, 4.86314, 3.72856], [-2.81888, -0.49784, -3.25540], [1.44239, -3.04624, -0.55733], [-3.98384, -2.48171, -2.43450], [-0.22670, -1.50360, -3.44568], [3.90072, 2.06496, 2.77985], [-1.45702, -2.01654, -1.37163], [-3.10554, 4.18454, 2.89421], [-2.63376, 0.40743, -0.20361], [3.85576, 1.46364, 4.88215], [3.29585, 1.95618, 1.51451], [0.65970, 2.99025, -0.09852], [1.71434, 0.16698, 4.57098], [4.69606, -2.21046, -1.17244], [1.89473, 0.33836, -0.58687], [3.71290, -2.78881, 1.55050], [-5.60114, -1.13374, -5.10740], [-2.18497, -5.10479, 1.28615], [-3.78465, -0.34724, -4.24157], [-0.03893, -1.24384, -2.38102], [-1.45502, 4.97918, -0.27358], [3.59018, -1.44914, -2.34072], [-2.06225, 4.24148, 1.92554], [-3.49774, 5.77766, 0.63573], [-3.04141, -1.36813, 0.99795], [3.64893, -1.90460, -1.33839], [1.07192, -0.50677, 2.30665]]}